Entry 1:
Computed, not measured: a structure of composition C30H44N4P2SiW at a distorted geometry, with the ωB97M-V functional and the def2-TZVPD basis.

```
82
Properties=species:S:1:pos:R:3:forces:R:3:lowdin_charge:R:1
W -0.212 -1.062 0.295 -1.0 6.7 -1.8 1.23
C 1.066 -2.439 1.318 0.5 -2.4 1.0 -0.33
C 2.001 -1.614 0.684 1.4 1.0 0.6 -0.26
C 2.935 -2.080 -0.431 -0.1 0.1 -0.5 -0.14
C 2.170 -2.826 -1.565 1.2 0.6 0.3 -0.14
C 0.776 -2.279 -1.671 -1.3 -1.8 -0.4 -0.09
C -0.380 -2.658 -0.857 2.6 -4.3 -2.9 -0.40
C -0.289 -3.900 0.007 -0.5 -1.4 -0.1 -0.19
C 0.937 -3.904 0.880 -0.3 -0.1 0.8 -0.14
C -2.498 0.562 -0.616 -1.9 2.0 0.3 -0.21
H 0.927 -2.337 2.387 0.4 0.0 0.0 0.09
H 2.513 -0.870 1.328 0.1 -0.7 -0.1 0.09
H 3.783 -2.722 -0.127 -0.5 0.4 0.5 0.15
H 3.399 -1.163 -0.836 0.0 -0.6 0.0 0.10
H 2.746 -2.639 -2.483 -0.5 0.1 0.0 0.13
H 2.276 -3.911 -1.439 -0.7 0.3 0.1 0.13
H 0.591 -1.877 -2.686 -0.3 0.2 1.0 0.10
H -1.261 -2.736 -1.441 -1.0 0.5 -0.6 0.09
H -0.317 -4.877 -0.515 -0.4 0.6 -0.4 0.15
H -1.223 -3.831 0.596 0.5 -0.5 0.2 0.13
H 0.729 -4.561 1.739 0.2 0.3 -0.1 0.13
H 1.836 -4.344 0.408 -0.5 0.5 0.2 0.12
H -3.074 1.135 0.148 0.6 -0.4 -0.2 -0.06
H -3.429 0.276 -1.212 1.6 -0.6 0.7 0.07
H -2.137 1.432 -1.230 -0.1 -0.6 0.6 -0.02
P -0.157 0.543 -1.995 -2.2 -0.8 -2.9 1.18
P 1.100 0.894 1.142 0.7 2.4 0.6 1.04
N -1.391 -0.742 -2.975 1.3 0.8 0.6 -0.18
N -0.208 1.732 -3.379 -0.5 -1.3 1.7 -0.20
N 0.575 -0.023 2.694 -0.2 -2.1 1.7 -0.21
N 1.931 2.171 2.230 -0.9 -0.8 -1.3 -0.19
C 1.631 0.497 -1.643 0.9 -0.4 -1.1 -0.41
C 2.164 1.170 -0.369 -0.2 0.3 0.0 -0.32
C -2.471 -1.414 -2.413 -1.0 -1.2 -1.0 -0.26
C -3.100 -2.218 -3.386 1.1 0.7 1.8 -0.04
C -2.270 -2.159 -4.526 1.1 1.4 0.2 -0.05
C -1.263 -1.215 -4.272 -0.6 -1.0 -0.1 -0.15
C -1.311 1.925 -4.235 0.4 0.5 -1.1 -0.13
C -0.847 2.376 -5.472 -0.2 -0.7 2.0 -0.04
C 0.578 2.473 -5.381 -0.3 -0.3 1.5 -0.04
C 0.929 2.123 -4.092 0.5 0.2 -1.3 -0.15
C -0.796 -0.601 2.348 0.6 -0.1 2.6 -0.46
C -1.178 -1.356 3.632 1.8 -0.4 -2.1 0.04
C -0.055 -1.376 4.425 -1.2 -0.5 0.7 -0.02
C 0.940 -0.524 3.909 -0.2 1.0 -1.0 -0.03
C 2.822 1.837 3.245 -0.3 0.2 0.4 -0.17
C 3.232 2.991 3.880 0.0 -0.8 -0.4 -0.06
C 2.674 4.097 3.178 -0.6 -0.2 -0.4 -0.05
C 1.838 3.572 2.208 0.5 0.2 -0.3 -0.14
H 2.158 0.702 -2.565 0.7 0.8 0.1 0.08
H 1.861 -0.555 -1.556 -0.3 0.1 0.0 0.00
H 3.152 0.798 -0.117 0.4 0.2 -0.3 0.09
H 2.222 2.250 -0.517 0.1 0.2 0.3 0.10
H -2.640 -1.426 -1.349 -0.4 0.2 -0.7 0.05
H -4.004 -2.804 -3.190 0.6 0.2 -0.2 0.12
H -2.363 -2.745 -5.415 -0.1 0.1 -0.4 0.10
H -0.469 -0.873 -4.904 0.1 0.2 -0.3 0.11
H -2.315 1.740 -3.887 0.1 -0.1 -0.1 0.11
H -1.453 2.602 -6.327 -0.2 0.0 -0.1 0.11
H 1.255 2.781 -6.157 0.1 0.1 0.0 0.11
H 1.910 2.157 -3.659 0.0 0.0 0.0 0.10
H -0.773 -1.830 1.678 -0.5 -0.2 1.7 0.11
H -1.967 -2.112 3.593 -0.2 0.7 0.5 0.15
H 0.091 -1.960 5.349 -0.3 0.5 -0.5 0.15
H 1.837 -0.283 4.515 -0.5 0.0 -1.1 0.15
H 3.069 0.797 3.410 0.2 0.3 0.1 0.09
H 3.842 3.011 4.773 0.2 0.1 -0.3 0.11
H 2.895 5.160 3.355 -0.4 -0.7 0.0 0.12
H 1.212 4.086 1.487 0.2 -0.2 0.1 0.11
C -1.317 1.949 3.484 0.7 -1.0 0.7 -0.19
Si -1.796 1.024 1.807 -2.4 4.5 2.7 0.51
C -3.724 1.221 2.334 -0.3 -0.7 -0.4 -0.15
C -1.441 2.778 1.001 0.2 1.2 -1.3 -0.22
H -1.135 1.287 4.333 0.1 0.1 0.2 0.03
H -2.169 2.557 3.778 0.1 0.1 -0.2 0.04
H -0.466 2.619 3.371 0.2 -0.2 0.1 0.01
H -3.858 1.962 3.142 0.6 -0.3 -0.4 0.04
H -4.426 1.581 1.553 0.6 -0.4 0.0 0.05
H -4.186 0.320 2.752 0.1 -0.2 -0.2 0.03
H -1.027 3.596 1.659 0.1 -1.5 -0.3 0.04
H -0.805 2.768 0.071 -0.7 0.2 0.5 0.01
H -2.405 3.302 0.766 0.4 -1.0 -0.4 0.07
```
Forces are in eV/Å.

As for the LUMO energy (spin up / spin down): -8.54 / -8.72 eV. The net charge is +2. Its total energy is -2426.62376 Eh. The spin multiplicity is 3. The value obtained for the relative energy (zero: lowest compared OMol25 entry of this formula, charge and spin) is 269.5 kcal/mol. Its HOMO-LUMO gap (spin up / spin down) is 4.4823 / 4.2608 eV. The value obtained for the HOMO energy (spin up / spin down) is -13.025 / -12.985 eV.

Entry 2:
Computed, not measured: a cluster of 10 separate species, C30H44O30 in total at a distorted geometry, with the ωB97M-V functional and the def2-TZVPD basis.

```
104
Properties=species:S:1:pos:R:3:forces:R:3:lowdin_charge:R:1
C 3.014 -6.327 -5.437 0.7 -1.0 0.4 -0.08
C 3.272 -5.284 -4.355 -0.2 0.1 -1.2 -0.12
O 3.032 -5.996 -3.156 -0.1 0.6 0.7 0.08
C 3.027 -7.307 -3.412 -0.4 -2.9 3.0 -0.61
O 2.920 -8.220 -2.606 0.2 2.3 -0.8 0.13
O 3.149 -7.557 -4.675 -0.1 0.2 -2.7 0.08
H 3.780 -6.416 -6.207 -0.3 0.4 -0.1 0.13
H 1.998 -6.251 -5.823 0.1 -0.2 -0.2 0.13
H 2.523 -4.511 -4.525 0.3 0.3 0.6 0.13
H 4.294 -4.907 -4.392 -0.1 0.1 0.2 0.13
C 0.076 -0.557 -0.896 -0.6 -0.2 -1.5 -0.13
C 0.317 0.543 0.075 0.2 -0.1 0.5 -0.13
O -0.398 0.059 1.204 -1.0 0.8 2.0 0.05
C -0.992 -1.152 1.015 0.5 -0.3 -0.1 -0.55
O -1.742 -1.777 1.715 1.0 1.4 -0.4 0.16
O -0.503 -1.604 -0.140 0.0 -1.3 -0.8 0.06
H 1.002 -0.865 -1.383 -0.3 -0.3 0.0 0.14
H -0.686 -0.282 -1.625 0.3 0.1 -0.3 0.14
H -0.059 1.524 -0.216 -0.1 -0.2 0.0 0.13
H 1.389 0.613 0.262 -0.1 0.1 0.6 0.13
C -1.336 -8.230 1.529 0.6 2.7 -1.0 -0.15
C -0.481 -7.917 2.726 0.4 0.7 -1.4 -0.14
O 0.034 -9.188 2.956 0.6 -2.4 1.9 0.06
C -0.812 -10.156 2.503 1.0 -3.6 1.2 -0.51
O -0.769 -11.382 2.721 0.1 4.5 -0.6 0.11
O -1.702 -9.561 1.745 -2.0 0.0 -1.5 0.10
H -0.772 -8.009 0.623 0.5 -1.3 -0.3 0.13
H -2.085 -7.458 1.350 -1.2 -0.8 0.7 0.13
H -1.080 -7.443 3.504 0.4 -0.4 0.6 0.14
H 0.415 -7.365 2.443 -0.4 0.7 0.3 0.14
C 7.096 3.471 -5.205 -0.7 -0.6 2.1 -0.09
C 6.305 3.900 -3.928 1.9 1.5 -0.7 -0.14
O 5.157 3.131 -3.939 -1.1 0.2 1.1 0.08
C 5.163 2.253 -4.925 -2.5 -3.0 -0.7 -0.54
O 4.268 1.401 -5.087 3.1 2.8 0.2 0.10
O 6.280 2.399 -5.651 -0.4 -0.6 -1.5 0.06
H 7.972 2.981 -4.779 0.6 0.5 -1.0 0.13
H 7.247 4.280 -5.920 0.0 -0.5 -0.2 0.13
H 6.090 4.968 -3.948 -0.4 -0.1 0.1 0.13
H 6.980 3.705 -3.095 -0.6 -0.2 0.5 0.13
C -2.534 2.286 7.108 -0.9 -1.3 -2.1 -0.16
C -2.288 3.441 7.956 -0.4 1.3 -0.2 -0.14
O -2.420 2.912 9.254 0.4 1.3 2.0 0.08
C -2.701 1.609 9.266 -1.5 -2.1 2.1 -0.51
O -3.028 0.904 10.245 1.6 2.8 -3.6 0.11
O -2.665 1.206 7.986 0.2 -2.1 0.4 0.07
H -1.777 2.143 6.336 0.0 -0.5 0.2 0.14
H -3.509 2.381 6.630 0.1 -0.1 -0.4 0.14
H -3.113 4.111 7.714 0.3 0.7 0.8 0.14
H -1.338 3.914 7.704 0.1 0.1 0.9 0.14
C 0.239 10.197 5.129 1.1 1.4 2.0 -0.17
C -0.156 10.741 3.823 0.6 0.9 -1.1 -0.13
O -0.750 9.635 3.171 -0.6 0.0 -1.1 0.09
C -0.388 8.519 3.802 -1.0 -2.7 -0.2 -0.55
O -0.503 7.369 3.411 0.2 2.5 0.4 0.13
O 0.031 8.837 5.028 0.4 -1.4 0.9 0.09
H -0.329 10.733 5.890 -0.5 -0.9 0.4 0.13
H 1.266 10.392 5.437 0.2 -0.1 -0.4 0.14
H 0.708 11.009 3.215 -0.1 0.5 0.0 0.14
H -0.820 11.583 4.018 -0.2 -0.2 -0.9 0.14
C 5.427 2.378 5.343 0.5 0.1 -1.8 -0.09
C 4.640 3.662 5.247 -0.3 1.2 0.4 -0.11
O 5.335 4.514 6.205 -0.9 -0.5 -0.4 0.06
C 6.545 3.983 6.466 1.8 2.4 1.2 -0.58
O 7.398 4.596 7.084 -1.5 -1.4 -1.0 0.13
O 6.719 2.795 5.891 -1.5 -1.0 0.0 0.08
H 5.637 2.066 4.320 0.1 -0.4 0.1 0.13
H 4.895 1.560 5.830 0.6 0.2 0.7 0.13
H 3.562 3.617 5.401 0.1 -0.4 1.1 0.13
H 4.603 4.173 4.285 1.0 -0.1 -0.3 0.12
C -9.761 -5.069 5.506 0.4 1.0 0.9 -0.15
C -8.871 -5.208 4.288 -0.5 1.7 0.6 -0.14
O -8.686 -6.582 4.232 0.9 -0.9 -1.0 0.09
C -9.693 -7.180 4.854 -1.1 -0.6 0.9 -0.60
O -9.933 -8.334 4.905 0.3 -0.9 -0.5 0.18
O -10.453 -6.276 5.502 -0.8 -0.6 -0.2 0.07
H -10.482 -4.253 5.463 0.2 0.1 0.0 0.14
H -9.203 -5.057 6.442 0.2 0.5 0.1 0.13
H -7.908 -4.705 4.384 -0.2 0.0 -0.2 0.14
H -9.493 -4.822 3.481 0.5 -0.2 -0.7 0.14
C -0.773 -3.085 -8.598 -0.3 0.0 0.7 -0.06
O 0.506 -2.757 -9.037 2.8 0.9 -0.6 -0.03
C 1.196 -3.512 -9.924 -2.0 -0.6 0.6 -0.55
O 0.637 -4.436 -10.491 1.8 0.9 0.0 0.11
O 2.470 -3.065 -9.960 -1.3 -0.5 0.4 0.00
C 3.352 -3.659 -10.898 -0.1 -0.3 -1.1 -0.05
H -0.876 -2.487 -7.693 -0.2 0.0 0.0 0.09
H -0.800 -4.127 -8.277 -0.5 -0.1 -0.5 0.10
H -1.520 -2.742 -9.314 -0.1 -0.6 0.0 0.10
H 3.071 -3.319 -11.894 0.4 0.4 -0.1 0.10
H 3.275 -4.741 -11.007 -0.1 -0.1 0.7 0.09
H 4.364 -3.367 -10.615 -0.2 0.0 -0.1 0.10
C -1.366 4.912 -5.312 -1.0 -0.6 -1.8 -0.04
O -1.842 5.602 -4.191 2.7 0.7 -1.2 0.03
C -2.820 5.110 -3.535 -3.4 -4.2 -0.9 -0.60
O -3.492 4.050 -3.826 2.7 4.2 1.6 0.05
O -2.986 5.973 -2.562 -0.3 0.1 1.0 0.02
C -3.826 5.579 -1.522 -1.8 0.4 1.0 -0.06
H -1.070 3.878 -5.135 0.2 0.2 0.5 0.10
H -0.600 5.480 -5.841 0.1 0.1 0.6 0.10
H -2.217 4.846 -5.990 0.1 -0.2 -0.3 0.10
H -3.946 6.400 -0.815 0.7 0.2 -0.1 0.09
H -3.481 4.705 -0.970 0.0 -0.1 -0.3 0.10
H -4.847 5.473 -1.891 0.0 -0.7 -0.1 0.10
```
Forces are in eV/Å.

As for the LUMO energy: -0.32 eV. The net charge is 0. Its total energy is -3426.64429 Eh. The SMILES is COC(=O)OC.COC(=O)OC.O=C1OCCO1.O=C1OCCO1.O=C1OCCO1.O=C1OCCO1.O=C1OCCO1.O=C1OCCO1.O=C1OCCO1.O=C1OCCO1. The value obtained for the relative energy (zero: lowest compared OMol25 entry of this formula, charge and spin) is 108.1 kcal/mol. Its HOMO-LUMO gap is 10.2166 eV. The value obtained for the HOMO energy is -10.540 eV.

Entry 3:
Computed, not measured: a cluster of 16 separate species, C30H45BCl30F12NO3S in total at a distorted geometry, with the ωB97M-V functional and the def2-TZVPD basis.

```
123
Properties=species:S:1:pos:R:3:forces:R:3:lowdin_charge:R:1
C 1.346 2.038 -0.794 0.4 -0.4 -0.4 -0.04
C 1.448 0.874 -1.827 0.8 0.6 1.3 -0.42
O 2.387 1.278 -2.824 -0.6 0.0 -0.3 -0.06
C 1.946 -0.396 -1.110 -0.6 0.0 -0.8 -0.08
B 1.560 -1.863 -1.746 -0.4 0.4 1.5 -0.58
C 0.111 -2.306 -1.122 -0.1 -0.4 -0.7 -0.21
N -0.592 -3.407 -1.843 -0.3 0.2 0.3 -0.02
C 2.646 -2.961 -1.159 0.3 0.4 -0.6 -0.40
F 2.191 -4.262 -1.271 -0.1 -0.1 0.2 0.05
F 2.759 -2.738 0.211 -0.1 0.0 0.1 0.04
C 4.039 -2.916 -1.720 0.4 -0.5 -0.2 -0.11
C 5.052 -2.129 -1.189 -0.2 0.2 0.2 0.00
C 6.325 -2.118 -1.741 0.2 -0.2 -0.4 -0.08
C 6.607 -2.899 -2.854 -0.2 0.0 0.4 -0.01
C 5.599 -3.704 -3.375 0.1 0.1 -0.1 -0.11
C 5.914 -4.543 -4.579 0.3 0.7 -0.1 -0.57
F 6.622 -5.657 -4.277 -0.1 -0.2 0.1 0.12
F 4.833 -4.925 -5.262 -0.2 -0.3 0.0 0.14
F 6.693 -3.857 -5.452 0.0 -0.1 0.0 0.12
C 4.332 -3.718 -2.819 0.3 -0.2 -0.2 0.04
S 1.618 -1.952 -3.666 1.1 -1.2 -0.4 0.82
O 2.749 -1.268 -4.256 -0.2 0.5 0.1 -0.30
O 1.498 -3.336 -4.098 -0.5 0.0 0.1 -0.33
C 0.128 -1.109 -4.442 -0.2 0.2 -0.3 -0.44
F 0.436 0.171 -4.707 0.1 0.0 0.1 0.11
F -0.962 -1.085 -3.627 0.1 -0.1 0.0 0.09
C -0.325 -1.742 -5.801 -0.4 0.7 0.3 -0.37
F 0.703 -2.153 -6.533 0.2 -0.3 0.0 0.17
F -0.931 -0.742 -6.504 0.0 -0.1 -0.1 0.12
C -1.415 -2.848 -5.682 0.4 -0.3 -0.7 -0.55
F -1.453 -3.507 -6.863 0.0 0.0 -0.1 0.14
F -1.198 -3.729 -4.741 -0.1 0.0 0.3 0.20
F -2.621 -2.292 -5.528 -0.1 0.0 0.3 0.15
H 1.979 1.799 0.063 -0.2 0.0 0.2 0.07
H 1.782 2.927 -1.251 -0.3 0.2 -0.1 0.07
H 0.328 2.237 -0.471 -0.1 0.0 0.2 0.05
H 0.460 0.750 -2.265 0.2 -0.1 -0.5 0.12
H 3.215 1.413 -2.351 0.1 -0.1 -0.1 0.07
H 3.020 -0.250 -0.953 0.1 0.0 0.0 0.10
H 1.481 -0.367 -0.123 0.1 -0.2 0.2 0.10
H -0.572 -1.461 -1.094 0.0 0.3 0.0 0.09
H 0.277 -2.586 -0.079 0.1 0.1 0.2 0.10
H -0.472 -4.284 -1.352 0.2 0.0 -0.1 0.06
H -1.588 -3.219 -1.837 0.0 -0.1 0.0 0.05
H 4.833 -1.504 -0.334 0.0 0.0 0.1 0.11
H 7.111 -1.491 -1.336 -0.4 -0.2 0.0 0.01
H 7.591 -2.877 -3.300 0.0 0.0 -0.1 0.12
H 3.588 -4.359 -3.266 -0.2 0.1 0.1 0.08
C 3.703 -8.052 -4.842 0.1 0.3 -0.1 -1.01
Cl 2.839 -7.116 -3.628 -0.1 -0.1 0.1 0.58
Cl 2.912 -9.599 -5.208 0.0 -0.1 0.0 0.52
H 3.733 -7.471 -5.756 0.0 0.0 0.0 0.02
H 4.707 -8.249 -4.486 0.0 -0.1 0.0 0.03
C -3.826 2.394 0.098 0.1 0.0 -0.1 -1.00
Cl -2.577 3.378 0.866 -0.1 0.0 0.0 0.50
Cl -5.454 3.056 0.359 0.0 -0.1 0.0 0.51
H -3.635 2.362 -0.968 0.0 0.1 0.0 0.03
H -3.789 1.397 0.518 0.0 0.0 0.1 0.02
C 3.158 -7.409 3.333 0.0 0.0 -0.1 -1.02
Cl 3.723 -7.081 4.979 0.0 0.0 0.0 0.48
Cl 1.764 -8.494 3.320 0.0 0.0 0.0 0.49
H 2.872 -6.472 2.870 0.0 0.0 0.1 0.03
H 3.963 -7.877 2.780 0.0 0.0 0.0 0.02
C 7.634 1.971 -0.364 0.1 0.1 0.1 -1.02
Cl 5.991 2.312 -0.908 0.0 0.0 0.0 0.53
Cl 8.316 0.543 -1.162 0.2 0.3 0.1 0.55
H 8.261 2.823 -0.597 0.0 0.0 -0.1 0.02
H 7.617 1.790 0.703 0.0 -0.1 0.0 -0.01
C 11.237 0.754 1.596 0.1 0.0 0.1 -1.01
Cl 11.337 2.008 0.354 0.1 0.0 0.0 0.50
Cl 10.185 1.233 2.941 0.1 -0.1 -0.2 0.49
H 10.855 -0.152 1.138 -0.2 0.1 0.0 0.02
H 12.227 0.589 2.002 0.0 0.1 0.0 0.02
C 2.010 -10.795 -1.931 0.0 0.0 -0.1 -1.05
Cl 2.663 -12.436 -2.103 0.0 0.0 -0.1 0.48
Cl 2.073 -10.245 -0.256 0.0 0.1 0.0 0.50
H 2.594 -10.135 -2.559 0.1 0.0 0.1 -0.04
H 0.977 -10.801 -2.257 0.0 0.0 0.1 0.03
C -5.118 -3.472 -7.432 0.1 0.0 0.0 -1.02
Cl -6.060 -2.516 -6.282 0.0 0.0 0.0 0.50
Cl -5.729 -5.127 -7.575 0.0 0.0 0.0 0.50
H -5.179 -2.999 -8.405 -0.1 0.0 0.0 0.03
H -4.092 -3.510 -7.091 0.0 0.0 0.1 -0.01
C -0.779 0.959 5.092 0.0 -0.1 0.0 -1.06
Cl 0.696 0.002 4.860 -0.1 0.1 0.0 0.50
Cl -1.664 1.190 3.579 0.1 0.0 0.1 0.49
H -1.423 0.438 5.793 0.0 -0.1 -0.1 0.01
H -0.507 1.931 5.481 0.1 0.0 -0.1 -0.02
C -3.161 2.787 7.300 0.0 0.0 0.1 -0.99
Cl -4.262 1.714 6.429 0.0 0.0 0.0 0.52
Cl -2.279 3.852 6.201 0.0 0.0 0.0 0.51
H -3.739 3.398 7.983 0.0 0.0 -0.1 0.03
H -2.446 2.183 7.847 0.0 0.0 -0.1 0.03
C 5.522 -0.475 3.886 0.0 0.0 0.1 -1.02
Cl 4.089 0.361 3.297 0.0 0.0 -0.1 0.51
Cl 7.022 0.225 3.247 0.0 -0.1 0.0 0.48
H 5.548 -0.384 4.965 0.0 0.0 0.0 0.02
H 5.471 -1.517 3.590 0.0 0.1 -0.1 0.03
C -6.604 4.827 3.433 0.1 0.0 -0.1 -1.03
Cl -5.747 5.877 4.568 0.0 0.0 0.0 0.51
Cl -7.689 3.704 4.265 -0.1 0.0 0.0 0.51
H -7.195 5.444 2.767 -0.1 0.0 0.1 -0.02
H -5.874 4.251 2.876 0.0 0.0 0.1 -0.02
C -11.023 5.328 3.649 0.1 -0.1 0.1 -1.02
Cl -12.694 5.574 3.127 0.0 0.0 0.0 0.52
Cl -9.895 6.327 2.725 0.0 0.1 0.0 0.53
H -10.943 5.596 4.696 0.0 0.1 0.0 0.03
H -10.760 4.288 3.503 0.0 0.0 -0.1 0.01
C -3.746 8.538 6.131 -0.1 0.0 -0.1 -1.05
Cl -2.912 6.998 6.345 -0.1 0.2 0.0 0.48
Cl -3.267 9.735 7.347 0.0 0.1 0.0 0.50
H -3.506 8.931 5.150 0.1 0.0 0.0 0.03
H -4.813 8.371 6.218 0.0 0.0 0.1 0.00
C -13.087 7.854 0.095 0.0 0.0 0.1 -1.05
Cl -14.087 6.717 -0.820 0.0 0.0 0.0 0.49
Cl -12.255 9.004 -0.959 0.0 0.0 0.0 0.50
H -13.728 8.407 0.772 0.0 0.0 -0.1 0.02
H -12.345 7.291 0.649 0.0 0.0 -0.1 -0.02
C -6.183 12.521 6.749 0.1 0.0 0.1 -1.03
Cl -5.991 14.143 6.072 0.0 0.0 0.0 0.50
Cl -6.306 11.287 5.492 0.0 -0.1 0.0 0.50
H -5.318 12.297 7.363 0.0 0.0 -0.1 0.01
H -7.089 12.499 7.343 0.0 0.0 -0.1 0.02
```
Forces are in eV/Å.

As for the LUMO energy: 1.31 eV. The net charge is -1. Its total energy is -16877.87580 Eh. The value obtained for the relative energy (zero: lowest compared OMol25 entry of this formula, charge and spin) is 0.0 kcal/mol. Its HOMO-LUMO gap is 7.0265 eV. The value obtained for the HOMO energy is -5.721 eV.